ORCA calculation (ωB97M-V with the def2-TZVPD basis set) on a cluster of 11 separate species, C44H121N11O11 in total.

```
187
C44H121N11O11 ωB97M-V with the def2-TZVPD basis set
C -0.52 2.49 -3.81
C -1.63 2.46 -4.84
C -3.01 2.61 -4.16
O -3.32 1.46 -3.45
C -4.50 1.57 -2.70
N -1.44 3.56 -5.88
H -0.78 1.77 -3.07
H -0.45 3.51 -3.37
H 0.48 2.28 -4.14
H -1.58 1.55 -5.39
H -3.80 2.82 -4.92
H -2.90 3.52 -3.46
H -5.36 1.51 -3.33
H -4.47 2.45 -2.06
H -4.47 0.66 -2.08
H -1.13 4.44 -5.41
H -2.31 3.70 -6.39
C -6.60 0.75 0.07
C -5.43 0.48 1.02
C -4.63 1.70 1.35
O -3.59 1.24 2.25
C -2.48 2.15 2.21
N -6.01 -0.12 2.18
H -7.34 -0.09 0.07
H -6.24 0.87 -0.94
H -7.16 1.63 0.32
H -4.71 -0.15 0.57
H -5.10 2.50 1.83
H -4.09 2.06 0.43
H -2.87 3.03 2.61
H -2.01 2.18 1.28
H -1.67 1.83 2.91
H -5.34 -0.40 2.84
H -6.46 0.59 2.75
C 1.36 2.21 5.85
C 1.63 0.75 5.94
C 3.00 0.48 5.40
O 3.29 -0.93 5.47
C 4.57 -1.26 4.94
N 1.46 0.33 7.34
H 0.39 2.42 6.32
H 1.15 2.52 4.82
H 2.19 2.79 6.26
H 0.85 0.14 5.37
H 3.69 1.08 5.92
H 2.97 0.84 4.35
H 4.81 -0.75 4.03
H 4.53 -2.38 4.85
H 5.29 -0.96 5.67
H 1.88 -0.60 7.54
H 1.86 1.02 7.98
C 2.27 -2.28 0.85
C 1.58 -0.91 0.95
C 0.06 -0.89 0.74
O -0.20 -1.50 -0.52
C -1.51 -1.54 -1.02
N 1.86 -0.30 2.27
H 2.04 -2.83 -0.10
H 1.91 -2.92 1.70
H 3.37 -2.24 1.05
H 1.92 -0.22 0.17
H -0.31 0.14 0.77
H -0.58 -1.41 1.48
H -1.40 -1.70 -2.10
H -2.06 -0.58 -0.89
H -2.05 -2.39 -0.53
H 2.81 0.09 2.31
H 1.80 -1.03 2.99
C -2.50 -5.36 -0.02
C -1.58 -6.04 1.00
C -0.03 -5.93 0.69
O 0.14 -6.32 -0.69
C 1.55 -6.31 -0.92
N -1.79 -5.51 2.34
H -3.44 -5.18 0.44
H -2.64 -5.97 -0.97
H -2.09 -4.39 -0.33
H -1.76 -7.14 1.06
H 0.44 -6.63 1.35
H 0.34 -4.96 0.92
H 2.00 -5.45 -0.44
H 1.73 -6.35 -2.00
H 1.93 -7.22 -0.46
H -2.43 -4.75 2.33
H -0.96 -4.99 2.65
C -4.58 -3.77 -5.29
C -4.57 -2.29 -4.97
C -4.31 -2.08 -3.50
O -5.39 -2.59 -2.78
C -5.26 -2.45 -1.34
N -3.42 -1.76 -5.64
H -4.66 -3.82 -6.33
H -5.36 -4.20 -4.70
H -3.62 -4.17 -5.08
H -5.48 -1.69 -5.18
H -4.13 -0.98 -3.36
H -3.40 -2.56 -3.15
H -4.33 -2.84 -1.04
H -6.04 -2.95 -0.89
H -5.20 -1.38 -1.19
H -3.22 -0.78 -5.48
H -3.44 -1.95 -6.66
C 4.81 2.98 -3.18
C 3.79 1.92 -2.93
C 2.63 2.32 -2.06
O 3.02 2.55 -0.69
C 1.88 2.47 0.18
N 3.24 1.46 -4.18
H 4.32 3.94 -3.56
H 5.57 2.66 -3.89
H 5.27 3.24 -2.25
H 4.37 1.05 -2.41
H 1.91 1.49 -2.04
H 2.10 3.23 -2.34
H 2.16 2.33 1.27
H 1.20 1.60 -0.06
H 1.20 3.29 0.11
H 2.59 0.73 -3.95
H 3.96 1.02 -4.73
C 7.44 0.54 3.30
C 6.63 1.82 2.93
C 5.15 1.57 2.61
O 4.84 0.40 1.82
C 5.24 0.52 0.43
N 6.54 2.78 4.07
H 8.48 0.90 3.45
H 7.46 -0.21 2.48
H 7.00 0.10 4.24
H 7.11 2.30 2.07
H 4.77 2.45 2.10
H 4.56 1.46 3.54
H 4.59 0.05 -0.33
H 6.24 0.14 0.29
H 5.24 1.56 0.23
H 6.07 2.25 4.80
H 7.52 2.77 4.42
C 3.34 -2.04 -2.72
C 1.98 -2.19 -3.51
C 1.27 -3.44 -2.99
O -0.08 -3.46 -3.41
C -0.77 -4.67 -3.36
N 1.26 -0.84 -3.41
H 3.92 -1.23 -3.16
H 4.04 -2.89 -2.65
H 3.00 -1.65 -1.75
H 2.27 -2.25 -4.58
H 1.26 -3.45 -1.87
H 1.86 -4.31 -3.32
H -0.28 -5.52 -3.88
H -1.74 -4.41 -3.78
H -0.89 -5.04 -2.39
H 0.45 -0.92 -4.02
H 0.88 -0.69 -2.46
C -3.65 -3.15 4.31
C -3.12 -1.89 4.97
C -1.85 -1.46 4.41
O -0.87 -2.53 4.22
C -0.30 -3.07 5.40
N -3.96 -0.79 5.07
H -3.85 -2.87 3.23
H -4.58 -3.45 4.79
H -2.92 -3.94 4.42
H -2.87 -2.19 6.02
H -1.32 -0.75 5.08
H -2.01 -0.98 3.46
H -0.40 -2.48 6.33
H 0.77 -3.34 5.21
H -0.75 -3.99 5.69
H -3.80 -0.08 4.39
H -3.84 -0.35 5.99
C 1.63 8.70 -2.59
C 1.83 7.25 -2.15
C 0.55 6.49 -2.23
O -0.51 7.04 -1.54
C -1.67 6.20 -1.66
N 2.79 6.45 -2.89
H 1.01 9.31 -1.96
H 0.98 8.78 -3.53
H 2.51 9.31 -2.83
H 2.05 7.31 -1.08
H 0.83 5.52 -1.85
H 0.34 6.23 -3.29
H -1.95 6.00 -2.65
H -2.59 6.53 -1.17
H -1.31 5.21 -1.20
H 3.72 6.89 -2.82
H 2.46 6.36 -3.90
```

Its multiplicity is 1. The calculation puts the largest force on an atom at 3.828 eV Å⁻¹. Its energy relative to the best compared isomer or geometry (same formula, charge and spin) is 4.051 eV. As for the calculated total energy: -3178.63939 a.u. The calculation puts the lowest unoccupied orbital energy at 0.0180 Ha. For the HOMO energy, the calculation gives -8.85 eV.

---

ORCA calculation (ωB97M-V with the def2-TZVPD basis set) on a cluster of 12 separate species, C44H122N10O12 in total.

```
188
C44H122N10O12 ωB97M-V with the def2-TZVPD basis set
C -2.17 3.57 -1.33
C -3.48 2.80 -1.62
C -3.27 1.38 -2.24
O -2.57 1.40 -3.48
C -3.12 2.13 -4.54
N -4.07 2.60 -0.34
H -1.51 3.84 -2.16
H -1.51 3.20 -0.54
H -2.51 4.53 -0.95
H -4.15 3.51 -2.11
H -4.17 0.77 -2.21
H -2.65 0.76 -1.60
H -3.07 3.22 -4.58
H -4.17 1.84 -4.61
H -2.78 1.68 -5.47
H -4.17 3.47 0.16
H -3.30 2.13 0.13
C 2.74 1.61 -3.74
C 1.30 1.03 -3.74
C 1.32 -0.59 -3.88
O 2.05 -0.97 -5.04
C 2.44 -2.33 -5.03
N 0.60 1.67 -2.59
H 3.53 0.97 -4.14
H 3.13 1.91 -2.77
H 2.89 2.49 -4.36
H 0.73 1.36 -4.61
H 0.29 -0.92 -3.84
H 1.76 -0.90 -2.93
H 2.92 -2.72 -5.93
H 1.51 -2.87 -4.87
H 3.22 -2.50 -4.29
H 0.74 2.67 -2.51
H -0.39 1.55 -2.69
C -0.28 0.48 4.28
C -1.62 1.32 4.27
C -1.77 2.54 3.27
O -0.95 3.71 3.47
C 0.27 3.61 2.84
N -2.66 0.37 4.09
H 0.09 0.03 3.36
H -0.55 -0.38 4.89
H 0.54 1.01 4.78
H -1.71 1.80 5.24
H -2.77 2.95 3.36
H -1.64 2.15 2.26
H 0.93 3.11 3.54
H 0.83 4.48 2.51
H 0.27 3.04 1.90
H -2.63 0.25 3.09
H -3.50 0.92 4.19
C -2.27 -1.73 -3.53
C -2.52 -3.20 -3.87
C -1.30 -4.01 -4.04
O -1.73 -5.38 -4.38
C -0.74 -6.15 -5.08
N -3.52 -3.79 -2.95
H -3.23 -1.24 -3.36
H -1.89 -1.32 -4.46
H -1.50 -1.52 -2.78
H -2.88 -3.15 -4.90
H -0.59 -3.86 -3.23
H -0.81 -3.50 -4.87
H -0.52 -5.72 -6.06
H -0.99 -7.20 -5.22
H 0.22 -6.08 -4.58
H -3.59 -4.79 -3.06
H -3.16 -3.66 -2.02
C 7.90 4.73 3.17
C 6.38 4.48 3.26
C 5.91 3.29 2.40
O 6.28 3.43 1.05
C 6.14 2.24 0.26
N 5.87 4.39 4.56
H 8.27 5.67 3.58
H 8.16 4.57 2.13
H 8.49 3.98 3.71
H 5.91 5.42 2.97
H 4.82 3.29 2.41
H 6.37 2.43 2.88
H 6.69 2.22 -0.68
H 5.06 2.25 0.16
H 6.60 1.53 0.95
H 5.71 5.34 4.86
H 6.39 3.92 5.28
C 8.34 0.41 -3.65
C 7.45 -0.80 -3.28
C 6.19 -0.51 -2.34
O 5.40 -1.63 -2.03
C 4.69 -1.51 -0.79
N 6.92 -1.25 -4.59
H 7.70 1.17 -4.12
H 9.04 0.02 -4.39
H 8.91 0.81 -2.82
H 8.00 -1.62 -2.79
H 5.48 0.21 -2.74
H 6.42 0.05 -1.43
H 5.32 -1.43 0.10
H 4.10 -2.38 -0.52
H 3.89 -0.77 -0.90
H 6.19 -1.89 -4.32
H 6.53 -0.42 -5.02
C -5.44 -0.48 -0.36
C -6.60 -0.98 0.62
C -7.46 -2.15 0.01
O -8.39 -2.58 1.07
C -9.49 -1.78 1.32
N -5.96 -1.46 1.88
H -5.84 0.14 -1.16
H -4.88 -1.29 -0.83
H -4.61 0.04 0.11
H -7.23 -0.11 0.83
H -6.79 -2.98 -0.25
H -7.87 -1.85 -0.96
H -9.16 -1.22 2.19
H -10.31 -2.37 1.73
H -9.69 -1.05 0.53
H -6.67 -1.51 2.59
H -5.59 -2.39 1.70
C -4.99 -4.50 6.09
C -5.11 -3.22 5.22
C -6.08 -2.16 5.77
O -7.49 -2.49 5.83
C -8.26 -2.71 4.61
N -3.77 -2.79 4.97
H -5.89 -5.11 6.02
H -4.89 -4.20 7.13
H -4.21 -5.20 5.80
H -5.48 -3.51 4.23
H -6.08 -1.31 5.10
H -5.79 -2.10 6.82
H -8.57 -1.83 4.05
H -9.24 -3.03 4.97
H -7.83 -3.41 3.89
H -3.61 -2.34 5.86
H -3.75 -2.03 4.31
C -2.02 -3.61 2.33
C -2.43 -3.83 0.89
C -1.48 -4.84 0.19
O -0.18 -4.36 -0.01
C 0.78 -5.40 -0.34
N -3.87 -4.14 0.79
H -1.00 -3.25 2.46
H -2.00 -4.46 3.01
H -2.61 -2.80 2.75
H -2.32 -2.92 0.30
H -1.89 -5.03 -0.81
H -1.55 -5.80 0.69
H 1.76 -4.93 -0.37
H 0.54 -5.83 -1.31
H 0.84 -6.13 0.47
H -4.26 -5.00 1.17
H -4.22 -4.00 -0.14
C 2.78 3.97 -0.72
C 2.11 5.34 -1.12
C 2.83 6.07 -2.28
O 2.22 7.33 -2.52
C 3.04 8.24 -3.30
N 0.78 5.09 -1.54
H 2.37 3.81 0.28
H 3.85 4.18 -0.66
H 2.51 3.15 -1.38
H 2.12 6.02 -0.27
H 2.81 5.47 -3.19
H 3.89 6.12 -2.04
H 3.98 8.56 -2.86
H 2.38 9.10 -3.44
H 3.35 7.77 -4.23
H 0.57 5.96 -2.00
H 0.17 5.06 -0.73
C -0.06 -0.46 0.12
C 1.37 -0.66 0.33
O 1.94 0.51 -0.19
H -0.47 0.39 0.66
H -0.71 -1.24 0.53
H -0.33 -0.44 -0.93
H 1.72 -1.63 -0.03
H 1.63 -0.67 1.39
H 1.35 0.90 -0.85
C 4.49 -0.38 3.65
C 5.82 -1.12 3.40
O 6.86 -0.34 3.71
H 4.40 0.16 2.70
H 4.50 0.37 4.44
H 3.62 -1.03 3.63
H 5.89 -1.31 2.33
H 6.01 -2.11 3.81
H 7.67 -0.86 3.67
```

Its multiplicity is 1. The calculation puts the largest force on an atom at 4.191 eV Å⁻¹. Its energy relative to the best compared isomer or geometry (same formula, charge and spin) is 5.860 eV. As for the calculated total energy: -3199.60701 a.u. The calculation puts the lowest unoccupied orbital energy at 0.0211 Ha. For the HOMO energy, the calculation gives -8.89 eV.

---

What is the formula in the first record?
C44H121N11O11